(1)
Entry from the OMol25 dataset: a single C6H11Cl molecule (the ωB97M-V functional and the def2-TZVPD basis).

The multiplicity is 1. As for the total charge: 0. As for the HOMO energy: -9.11 eV. Its LUMO energy is 0.905 eV. The orbital gap is 10.0 eV. Its SMILES is CC1(C)C[C@]1(C)Cl.

Atoms and positions in Å:
C: -0.22665 1.82982 0.79147
C: -0.10010 0.34279 0.45071
C: -1.21226 -0.57465 0.90149
C: 1.25148 -0.31991 0.41998
C: 0.64706 -0.09666 -0.92527
C: 0.15274 -1.23880 -1.64238
Cl: 1.29656 1.26818 -1.89608
H: -1.09097 2.01906 1.60467
H: -0.39199 2.47576 -0.04588
H: 0.62243 2.22602 1.35039
H: -2.23799 -0.30795 0.30624
H: -1.37722 -0.39211 1.92798
H: -0.96634 -1.58802 0.85276
H: 2.15529 0.35639 0.86850
H: 1.20890 -1.36394 0.68780
H: -0.18834 -2.03738 -0.97395
H: 1.08674 -1.66606 -2.26862
H: -0.62935 -0.93254 -2.40981

Here are the Löwdin charges for atoms 1 to 2, given in e: -0.07, -0.48

(2)
Entry from the OMol25 dataset: 2 unconnected molecules or ions with the total composition C6H11Cl3OSi (the ωB97M-V functional and the def2-TZVPD basis).

The multiplicity is 1. As for the total charge: 0. As for the HOMO energy (alpha / beta): -7.72 / -7.48 eV. Its LUMO energy (alpha / beta) is -0.151 / -0.992 eV. The orbital gap (alpha / beta) is 7.6 / 6.5 eV.

Atoms and positions in Å:
C: -0.23634 -2.61746 -0.81074
C: 0.64518 -1.63680 -0.81335
C: -0.81016 1.49479 1.26896
C: 0.45450 -0.29537 -1.34146
C: 0.59023 0.85286 1.00167
C: 0.91801 0.79619 -0.48175
O: 0.91466 2.01158 -1.06595
Si: 3.83682 -0.18834 0.02868
Cl: 4.99323 -1.66192 -0.78224
Cl: 3.97830 -0.21123 2.02290
Cl: 4.76614 1.45889 -0.74905
H: -0.15911 -3.61574 -0.35269
H: -1.09434 -2.49690 -1.27621
H: 1.61886 -1.74947 -0.40181
H: -1.42616 0.77655 0.78805
H: -0.87836 1.47865 2.42300
H: -0.71744 2.54267 0.90634
H: -0.47763 -0.10868 -1.71759
H: 1.12586 -0.07780 -2.18663
H: 1.27140 1.38114 1.68137
H: 0.66995 -0.22150 1.41233
H: 1.33821 2.70357 -0.44696

Here are the Löwdin charges for atoms 1 to 2, given in e: 0.05, -0.19

(3)
Entry from the OMol25 dataset: a molecular structure, C6H11ClFeN3W (the ωB97M-V functional and the def2-TZVPD basis).

The multiplicity is 8. As for the total charge: 0. As for the HOMO energy (alpha / beta): -7.47 / -10.01 eV. Its LUMO energy (alpha / beta) is -0.721 / -2.304 eV. The orbital gap (alpha / beta) is 6.7 / 7.7 eV.

Atoms and positions in Å:
Fe: 0.14854 -1.77324 -0.41797
Cl: 0.20826 0.23413 -2.29176
C: -1.50482 -2.83155 -0.37818
C: 1.63757 -2.74070 -1.34063
H: -1.19329 -3.89136 -0.39793
H: -2.03634 -2.59996 0.56099
H: -2.14756 -2.59278 -1.24581
H: 1.46910 -3.81602 -1.14427
H: 2.58178 -2.40335 -0.87250
H: 1.66850 -2.53540 -2.42802
W: 0.09238 0.65108 -0.01354
C: 1.75066 1.49027 0.63787
C: 0.45571 -0.68887 1.34025
H: 2.37961 0.84770 1.24110
H: 2.29545 1.89322 -0.20995
H: 1.34339 2.30995 1.24071
H: 1.50001 -0.92429 1.54904
H: -0.17374 -1.25193 2.02727
N: -1.24093 1.91515 0.43651
C: -1.76761 3.01669 0.41462
N: -2.14370 4.10376 -0.05534
C: -2.50370 5.26287 0.48016
N: -2.81927 6.32465 0.86737

Here are the Löwdin charges for atoms 1 to 2, given in e: 0.57, 0.07

Taking the records one at a time from the top gives molar mass values of 118.61; 233.60; 400.31 g mol⁻¹.
Taking the records one at a time from the top gives relative energy (zero: lowest compared OMol25 entry of this formula, charge and spin) values of 1.4822; 1.3962; 0.4481 eV.